A cluster of 2 separate species, C33H32N in total. Source: OMol25; level of theory: ωB97M-V/def2-TZVPD.

For the maximum force, the calculation gives 2.3 eV/Å. For the total energy, the calculation gives -36222.2042 eV. The value obtained for the HOMO-LUMO gap is 4.158 eV. The calculation puts the relative energy (zero: lowest compared OMol25 entry of this formula, charge and spin) at 27.6 kcal/mol. The HOMO energy comes out at -9.5 eV.

The geometry in ORCA input format:
```
! RIJCOSX wB97M-V def2-TZVPD def2/J DEFGRID3
* xyz 1 1
C -3.50 0.14 -2.90
C -2.24 0.67 -2.24
C -1.29 -0.41 -1.81
C -1.66 -1.79 -1.85
C -0.72 -2.79 -1.45
C 0.55 -2.42 -1.06
C 0.97 -1.06 -1.12
C 2.34 -0.68 -0.90
C 2.95 0.43 -1.47
C 4.38 0.69 -1.46
C 4.66 1.73 -2.36
C 3.41 2.20 -2.92
C 2.37 1.43 -2.38
C -0.03 -0.09 -1.36
C -1.11 -4.25 -1.47
C -2.42 -4.52 -2.20
C -3.45 -3.45 -1.89
N -2.94 -2.13 -2.20
C -3.98 -1.13 -2.23
H -4.31 0.88 -2.85
H -3.31 -0.06 -3.96
H -1.72 1.35 -2.92
H -2.51 1.28 -1.36
H 1.27 -3.17 -0.74
H 2.97 -1.38 -0.35
H 5.09 0.10 -0.87
H 5.64 2.12 -2.62
H 3.31 3.02 -3.64
H 1.32 1.47 -2.68
H 0.21 0.95 -1.18
H -0.29 -4.82 -1.92
H -1.19 -4.61 -0.44
H -2.24 -4.55 -3.28
H -2.82 -5.48 -1.91
H -4.35 -3.58 -2.49
H -3.74 -3.50 -0.83
H -4.31 -0.91 -1.19
H -4.82 -1.57 -2.76
C -0.07 0.05 1.91
C -0.12 -0.89 2.98
C -0.87 -2.09 2.85
C -0.81 -3.08 3.83
C -0.03 -2.87 4.98
C 0.64 -1.65 5.18
C 0.58 -0.66 4.21
C 0.79 1.14 1.84
C 0.58 2.22 0.99
C 1.06 3.54 1.26
C 0.27 4.67 0.91
C 0.64 5.95 1.33
C 1.84 6.13 2.04
C 2.64 5.03 2.37
C 2.27 3.75 1.98
H -0.80 -0.07 1.11
H -1.47 -2.24 1.94
H -1.35 -4.01 3.69
H 0.06 -3.67 5.72
H 1.22 -1.48 6.09
H 1.08 0.30 4.37
H 1.62 1.18 2.57
H -0.20 2.13 0.23
H -0.65 4.51 0.35
H 0.00 6.80 1.09
H 2.12 7.14 2.35
H 3.56 5.18 2.94
H 2.90 2.89 2.21
*
```

***

A structure of composition C3H5N3. Source: OMol25; level of theory: ωB97M-V/def2-TZVPD.

For the maximum force, the calculation gives 0.3 eV/Å. For the total energy, the calculation gives -7659.3928 eV. The value obtained for the HOMO-LUMO gap is 11.381 eV. The calculation puts the relative energy (zero: lowest compared OMol25 entry of this formula, charge and spin) at 70.6 kcal/mol. The HOMO energy comes out at -10.4 eV.

The geometry in ORCA input format:
```
! RIJCOSX wB97M-V def2-TZVPD def2/J DEFGRID3
* xyz 0 1
C -1.64 -0.35 0.04
C -0.16 -0.17 -0.04
N 0.69 -1.21 -0.06
N 1.90 -0.76 -0.25
N 1.88 0.67 -0.28
C 0.59 1.00 -0.11
H -2.11 0.50 0.54
H -2.07 -0.44 -0.96
H -1.87 -1.26 0.60
H 2.45 -0.02 0.58
H 0.28 2.03 -0.07
*
```

***

A structure of composition C11H14BF3N6O3STc. Source: OMol25; level of theory: ωB97M-V/def2-TZVPD.

For the maximum force, the calculation gives 3.2 eV/Å. For the total energy, the calculation gives -48562.0040 eV. The value obtained for the HOMO-LUMO gap (spin up / spin down) is 8.270 / 4.228 eV. The HOMO energy (spin up / spin down) comes out at -16.1 / -16.3 eV.

The geometry in ORCA input format:
```
! RIJCOSX wB97M-V def2-TZVPD def2/J DEFGRID3
* xyz 2 4
H 3.40 -1.38 -0.60
N 1.98 0.17 -0.63
B 0.77 2.42 -0.83
N 1.99 1.49 -1.11
C 3.15 1.71 -1.72
Tc 0.29 -0.67 0.14
H 3.34 2.66 -2.19
C 3.95 0.56 -1.64
H 4.93 0.41 -2.02
C 3.19 -0.38 -0.93
H 0.96 3.53 -1.24
C -3.12 -1.93 3.21
H -3.46 -2.96 3.00
H -2.47 -1.61 2.38
H -3.99 -1.25 3.29
N 0.54 2.41 0.72
N -0.51 1.77 -1.43
N 0.31 1.20 1.34
N -0.84 0.44 -1.11
C 0.45 3.39 1.64
C -1.50 2.28 -2.17
H 0.63 4.42 1.35
H -1.42 3.30 -2.53
C 0.14 2.82 2.86
C -2.50 1.33 -2.34
C 0.04 1.43 2.64
C -2.08 0.19 -1.64
H -0.01 3.34 3.80
H -3.42 1.42 -2.90
H -0.20 0.63 3.33
H -2.57 -0.75 -1.47
H -2.52 -1.88 4.10
F 0.75 -5.54 -0.35
C -0.22 -4.60 -0.28
F -1.37 -5.06 -0.82
F -0.44 -4.28 1.01
S 0.38 -3.06 -1.17
O 1.38 -2.51 -0.17
O 0.89 -3.31 -2.50
O -0.81 -2.17 -1.01
*
```

***

A structure of composition C23H44AuGeOPSi3. Source: OMol25; level of theory: ωB97M-V/def2-TZVPD.

For the maximum force, the calculation gives 0.8 eV/Å. For the total energy, the calculation gives -119739.6325 eV. The value obtained for the HOMO-LUMO gap (spin up / spin down) is 8.017 / 6.210 eV. The HOMO energy (spin up / spin down) comes out at -10.4 / -11.0 eV.

The geometry in ORCA input format:
```
! RIJCOSX wB97M-V def2-TZVPD def2/J DEFGRID3
* xyz 1 2
Au -0.72 -0.73 0.04
C -3.47 1.01 -1.50
P -2.12 -0.17 -1.77
C -1.06 0.61 -3.02
C -0.36 1.76 -2.65
C 0.49 2.39 -3.55
C 0.67 1.85 -4.82
C -0.02 0.70 -5.19
C -0.88 0.08 -4.29
C -2.89 -1.60 -2.56
C -2.13 -2.74 -2.79
C -2.68 -3.83 -3.46
C -4.01 -3.79 -3.87
C -4.78 -2.67 -3.62
C -4.22 -1.57 -2.98
H -3.91 1.26 -2.46
H -3.07 1.91 -1.04
H -4.21 0.57 -0.84
H -0.49 2.18 -1.65
H 1.02 3.29 -3.26
H 1.34 2.33 -5.52
H 0.12 0.29 -6.18
H -1.42 -0.81 -4.59
H -1.11 -2.77 -2.45
H -2.07 -4.71 -3.65
H -4.44 -4.65 -4.38
H -5.82 -2.64 -3.94
H -4.84 -0.69 -2.81
C 1.18 1.79 1.47
O 1.12 0.36 1.20
H 2.19 2.09 1.71
H 0.51 2.08 2.28
H 0.87 2.30 0.56
H 1.35 -0.12 2.00
C -1.92 -3.61 3.39
Si -1.57 -4.11 1.64
C -3.11 -3.71 0.67
C -1.20 -5.92 1.54
Ge 0.39 -2.86 0.94
Si 2.04 -3.49 -0.70
C 2.90 -4.96 0.05
C 1.48 -3.96 -2.40
C 3.15 -2.02 -0.87
Si 1.68 -2.64 2.97
C 0.88 -1.45 4.18
C 1.75 -4.35 3.70
C 3.43 -2.07 2.70
H -2.82 -4.14 3.73
H -2.12 -2.53 3.46
H -1.11 -3.85 4.09
H -3.98 -3.94 1.30
H -3.18 -4.31 -0.25
H -3.15 -2.66 0.40
H -2.05 -6.48 1.97
H -0.30 -6.19 2.11
H -1.06 -6.25 0.50
H 2.21 -5.81 0.16
H 3.33 -4.74 1.04
H 3.72 -5.28 -0.62
H 0.72 -4.76 -2.40
H 2.36 -4.34 -2.94
H 1.09 -3.10 -2.96
H 3.60 -1.73 0.09
H 2.58 -1.16 -1.25
H 3.97 -2.24 -1.58
H -0.21 -1.56 4.21
H 1.11 -0.40 3.95
H 1.27 -1.65 5.18
H 0.76 -4.72 4.01
H 2.40 -4.33 4.59
H 2.16 -5.07 2.98
H 3.48 -1.07 2.23
H 3.99 -2.77 2.06
H 3.94 -2.02 3.67
*
```

***

A structure of composition C5H6N2O. Source: OMol25; level of theory: ωB97M-V/def2-TZVPD.

For the maximum force, the calculation gives 12.7 eV/Å. For the total energy, the calculation gives -10301.1611 eV. The value obtained for the HOMO-LUMO gap is 8.518 eV. The calculation puts the relative energy (zero: lowest compared OMol25 entry of this formula, charge and spin) at 194.7 kcal/mol. The HOMO energy comes out at -9.4 eV.

The geometry in ORCA input format:
```
! RIJCOSX wB97M-V def2-TZVPD def2/J DEFGRID3
* xyz 0 1
C 1.05 -0.85 1.72
C 0.23 -0.50 0.33
C 0.34 0.86 -0.13
C -0.57 -1.34 -0.42
C -1.68 -0.90 -1.19
H 0.50 -0.03 2.36
H 2.16 -0.67 1.59
H 0.82 -1.82 2.22
H 0.06 2.07 0.57
H -0.02 2.77 -2.53
H -0.69 -2.22 0.10
N 0.44 0.75 -1.55
N -2.92 -0.55 -1.53
O 0.28 2.42 -1.55
*
```

***

A structure of composition C34H18IN9PbSe. Source: OMol25; level of theory: ωB97M-V/def2-TZVPD.

For the maximum force, the calculation gives 0.6 eV/Å. For the total energy, the calculation gives -127655.5655 eV. The value obtained for the HOMO-LUMO gap (spin up / spin down) is 4.958 / 4.403 eV. The calculation puts the relative energy (zero: lowest compared OMol25 entry of this formula, charge and spin) at 56.3 kcal/mol. The HOMO energy (spin up / spin down) comes out at -7.1 / -7.1 eV.

The geometry in ORCA input format:
```
! RIJCOSX wB97M-V def2-TZVPD def2/J DEFGRID3
* xyz 0 1
Pb 0.93 -1.07 -0.25
C -5.06 -3.48 -2.08
C -4.73 -2.97 -3.34
C -3.67 -2.08 -3.50
C -2.97 -1.73 -2.36
C -1.81 -0.84 -2.14
N -1.35 -0.03 -3.07
C -0.34 0.82 -2.87
C -0.17 2.05 -3.65
C -0.88 2.59 -4.71
C -0.46 3.82 -5.19
C 0.62 4.50 -4.62
C 1.32 3.96 -3.55
C 0.91 2.72 -3.09
C 1.36 1.88 -1.97
N 2.36 2.24 -1.14
C 2.43 1.84 0.10
N 1.47 1.14 0.79
C 1.88 1.01 2.06
N 1.19 0.50 3.08
C 0.09 -0.19 2.90
N -0.39 -0.73 1.75
C -1.59 -1.31 2.01
N -2.43 -1.84 1.15
C -2.33 -1.66 -0.16
N -1.45 -0.89 -0.82
C -3.30 -2.23 -1.12
C -4.35 -3.11 -0.94
C -1.88 -1.21 3.46
C -2.95 -1.65 4.21
C -2.92 -1.35 5.57
C -1.87 -0.63 6.14
C -0.80 -0.19 5.36
C -0.84 -0.50 4.01
C 3.21 1.63 2.23
C 4.06 1.71 3.32
C 5.29 2.34 3.11
C 5.64 2.86 1.87
C 4.77 2.77 0.78
C 3.56 2.15 1.00
N 0.64 0.75 -1.93
H -5.89 -4.17 -1.99
H -5.30 -3.28 -4.20
H -3.41 -1.68 -4.47
H -1.73 2.07 -5.14
H -0.98 4.28 -6.02
H 0.92 5.46 -5.02
H 2.16 4.47 -3.09
H -4.60 -3.49 0.04
H -3.76 -2.20 3.76
H -3.73 -1.69 6.21
H -1.88 -0.42 7.20
H 0.02 0.38 5.78
H 3.79 1.29 4.27
H 5.99 2.41 3.93
H 6.60 3.33 1.74
H 5.03 3.17 -0.19
I -0.13 -4.60 -0.79
C 0.96 -3.15 -1.79
H 0.49 -2.84 -2.72
H 2.02 -3.39 -1.82
Se 2.94 -2.17 1.81
C 3.50 -3.32 0.49
N 3.81 -4.03 -0.37
*
```

***

A cluster of 15 separate species, C4H37NO15 in total. Source: OMol25; level of theory: ωB97M-V/def2-TZVPD.

For the maximum force, the calculation gives 7.7 eV/Å. For the total energy, the calculation gives -36946.9917 eV. The value obtained for the HOMO-LUMO gap is 8.941 eV. The calculation puts the relative energy (zero: lowest compared OMol25 entry of this formula, charge and spin) at 191.1 kcal/mol. The HOMO energy comes out at -9.1 eV.

The geometry in ORCA input format:
```
! RIJCOSX wB97M-V def2-TZVPD def2/J DEFGRID3
* xyz 0 1
C 1.64 -1.47 -2.95
C 2.42 -1.67 -1.53
C 1.31 -1.68 -0.43
C 1.75 -1.60 0.98
O 0.87 -1.64 1.78
N 3.39 -0.61 -1.31
H 2.00 -2.31 -3.47
H 1.75 -0.62 -3.68
H 0.55 -1.72 -2.76
H 3.25 -2.61 -1.75
H 0.75 -2.58 -0.75
H 0.70 -0.77 -0.71
H 2.79 -1.63 1.46
H 3.90 -0.81 -0.38
H 2.98 0.29 -1.01
H -4.36 0.40 2.01
H -4.30 -0.02 0.54
O -4.78 0.52 1.21
H -1.11 0.28 -3.06
H -1.82 0.12 -1.60
O -1.65 -0.31 -2.53
H -1.15 3.90 -1.17
H -0.38 2.81 -0.38
O -0.54 3.69 -0.47
H -0.79 -3.39 -3.02
H -1.41 -2.09 -2.63
O -0.95 -2.81 -2.19
H -0.23 2.94 -3.63
H 0.59 1.78 -3.24
O -0.08 1.97 -3.76
H 2.56 3.52 -2.34
H 1.51 3.66 -1.14
O 1.77 3.03 -1.92
H -2.83 -0.65 3.10
H -2.87 0.59 3.81
O -2.91 -0.38 3.99
H 0.65 3.49 1.73
H 1.70 3.61 2.78
O 1.54 3.20 1.96
H 2.43 1.34 1.64
H 1.10 0.80 1.05
O 2.08 0.67 1.13
H -1.68 1.63 0.98
H -0.75 2.00 2.18
O -1.60 2.23 1.73
H -0.69 -0.17 0.11
H -2.05 -0.19 0.79
O -1.55 0.36 0.08
H -2.61 -3.02 0.66
H -2.26 -2.28 -0.44
O -2.29 -2.08 0.53
H 0.80 1.02 4.47
H 1.19 0.13 3.30
O 1.40 0.89 3.73
H -1.06 -3.84 1.59
H -0.06 -3.65 2.61
O -0.62 -4.24 2.30
*
```

***

A structure of composition C22H16Br3CaCl2F5N3O4Te. Source: OMol25; level of theory: ωB97M-V/def2-TZVPD.

For the maximum force, the calculation gives 0.5 eV/Å. For the total energy, the calculation gives -310235.5975 eV. The value obtained for the HOMO-LUMO gap is 7.075 eV. The calculation puts the relative energy (zero: lowest compared OMol25 entry of this formula, charge and spin) at 0.8 kcal/mol. The HOMO energy comes out at -5.0 eV.

The geometry in ORCA input format:
```
! RIJCOSX wB97M-V def2-TZVPD def2/J DEFGRID3
* xyz -1 1
Ca 0.13 -0.46 -0.01
C 1.67 -2.84 -2.29
C 2.26 -1.49 -2.53
C 3.39 -1.33 -3.37
C 3.93 -0.09 -3.55
C 3.36 1.03 -2.91
C 3.86 2.35 -3.00
Br 5.40 2.73 -4.05
C 3.24 3.37 -2.34
C 2.10 3.13 -1.58
Br 1.27 4.60 -0.69
C 1.51 1.88 -1.44
O 0.44 1.64 -0.78
C 2.22 0.80 -2.12
N 1.71 -0.45 -1.94
H 2.25 -3.62 -2.77
H 0.65 -2.88 -2.67
H 1.61 -3.05 -1.22
H 3.82 -2.20 -3.85
H 4.81 0.04 -4.17
H 3.63 4.38 -2.41
O 2.38 -1.36 3.54
C 1.83 -0.73 2.64
O 1.80 -0.99 1.39
C 1.09 0.55 3.03
C 1.32 1.16 4.26
C 0.67 2.35 4.54
C -0.18 2.90 3.58
C -0.36 2.21 2.39
N 0.25 1.05 2.13
H 2.00 0.68 4.95
H 0.83 2.86 5.48
H -0.68 3.84 3.75
H -0.99 2.60 1.61
Cl -2.72 0.21 -5.29
C -2.89 -0.34 -3.62
Cl -1.58 0.27 -2.59
H -2.86 -1.42 -3.61
H -3.83 0.04 -3.23
F -1.97 -3.18 -2.61
Te -2.42 -3.33 -0.79
F -3.20 -3.55 0.89
F -3.51 -1.82 -1.00
F -1.71 -5.05 -0.65
F -3.89 -4.25 -1.48
O -0.90 -2.55 -0.27
Br -3.99 0.95 5.41
C -3.30 0.36 3.75
C -2.43 -0.72 3.71
C -1.94 -1.09 2.46
N -2.25 -0.45 1.33
C -3.10 0.56 1.40
C -3.67 1.01 2.58
H -2.13 -1.24 4.60
H -1.25 -1.92 2.38
H -3.34 1.05 0.46
H -4.35 1.85 2.59
*
```

***

A cluster of 2 separate species, C9H14 in total. Source: OMol25; level of theory: ωB97M-V/def2-TZVPD.

For the maximum force, the calculation gives 4.6 eV/Å. For the total energy, the calculation gives -9549.9473 eV. The value obtained for the HOMO-LUMO gap (spin up / spin down) is 9.387 / 5.648 eV. The calculation puts the relative energy (zero: lowest compared OMol25 entry of this formula, charge and spin) at 34.5 kcal/mol. The HOMO energy (spin up / spin down) comes out at -14.0 / -14.0 eV.

The geometry in ORCA input format:
```
! RIJCOSX wB97M-V def2-TZVPD def2/J DEFGRID3
* xyz 1 2
C -1.21 -2.59 -1.59
C -2.19 -1.45 -1.61
H -0.94 -2.60 -2.68
H -0.35 -2.32 -0.86
H -1.66 -3.61 -1.44
H -1.71 -0.52 -1.68
H -2.89 -1.69 -2.46
H -2.66 -1.62 -0.58
C 2.85 0.56 1.67
C -0.82 0.58 0.99
C -0.88 1.42 -0.13
C 0.34 0.41 1.69
C 1.52 1.06 1.35
C 0.35 2.10 -0.46
C 1.45 2.02 0.32
H -1.73 0.07 1.38
H -1.81 1.41 -0.72
H 0.37 -0.33 2.41
H 0.17 2.94 -1.11
H 3.29 0.05 0.82
H 2.82 -0.05 2.59
H 2.25 2.79 0.12
H 3.45 1.38 1.98
*
```

***

A structure of composition C6H8CdO6. Source: OMol25; level of theory: ωB97M-V/def2-TZVPD.

For the maximum force, the calculation gives 5.8 eV/Å. For the total energy, the calculation gives -23162.2566 eV. The value obtained for the HOMO-LUMO gap (spin up / spin down) is 8.346 / 7.156 eV. The HOMO energy (spin up / spin down) comes out at -21.8 / -21.8 eV.

The geometry in ORCA input format:
```
! RIJCOSX wB97M-V def2-TZVPD def2/J DEFGRID3
* xyz 3 2
O 3.50 -0.15 1.17
C 3.42 -0.75 0.07
O 4.34 -0.65 -0.79
O 2.34 -1.45 -0.26
C 1.29 -1.48 0.66
C 0.04 -1.89 0.08
C -1.10 -2.26 0.88
C -2.48 -2.15 0.26
O -2.85 -0.69 0.32
C -3.87 -0.20 -0.17
O -4.98 0.01 0.19
Cd 5.30 0.46 0.57
H 1.01 -0.46 1.03
H 1.53 -2.03 1.59
H -0.03 -1.93 -1.02
H -1.06 -1.90 1.91
H -0.90 -3.36 0.96
H -3.22 -2.68 0.85
H -2.52 -2.43 -0.80
O -3.44 0.58 -1.91
H -4.26 0.89 -2.35
*
```

***

A cluster of 2 separate species, C9H11NOS in total. Source: OMol25; level of theory: ωB97M-V/def2-TZVPD.

For the maximum force, the calculation gives 3.7 eV/Å. For the total energy, the calculation gives -23879.0307 eV. The value obtained for the HOMO-LUMO gap is 8.027 eV. The calculation puts the relative energy (zero: lowest compared OMol25 entry of this formula, charge and spin) at 125.1 kcal/mol. The HOMO energy comes out at -8.3 eV.

The geometry in ORCA input format:
```
! RIJCOSX wB97M-V def2-TZVPD def2/J DEFGRID3
* xyz 0 1
C -0.62 -3.54 0.19
C -1.58 -2.89 1.05
C 0.26 -2.79 -0.60
C -1.83 -1.54 0.98
C 0.07 -1.36 -0.82
C -0.99 -0.68 0.04
C -1.23 0.60 -0.10
C 1.58 2.30 0.85
C 1.71 3.10 -1.23
N 1.35 2.08 -0.52
O -1.55 3.10 0.45
S -1.98 1.98 -0.39
H -0.85 -4.67 0.05
H -2.04 -3.54 1.72
H 1.00 -3.27 -1.23
H -2.57 -1.12 1.64
H -0.27 -1.29 -1.83
H 0.77 2.85 1.33
H 1.70 1.26 1.32
H 2.47 2.84 1.05
H 0.99 -0.62 -0.83
H 1.47 3.15 -2.26
H 2.15 4.08 -0.86
*
```